{"formula": "C56H36Cl4N7OS2Tc", "method": "ωB97M-V with the def2-TZVPD basis set", "elements": ["Tc", "Cl", "C", "C", "C", "C", "C", "C", "C", "C", "C", "C", "C", "C", "C", "C", "C", "C", "Cl", "C", "C", "C", "N", "C", "C", "C", "C", "C", "C", "Cl", "C", "C", "C", "C", "C", "C", "N", "C", "C", "C", "C", "C", "N", "C", "C", "C", "C", "Cl", "C", "C", "C", "C", "N", "H", "H", "H", "H", "H", "H", "H", "H", "H", "H", "H", "H", "H", "H", "H", "H", "H", "H", "H", "H", "H", "H", "H", "H", "O", "N", "C", "C", "C", "C", "C", "S", "H", "H", "H", "H", "N", "C", "S", "N", "C", "C", "C", "C", "C", "C", "H", "H", "H", "H", "H", "H", "H", "H"], "coordinates": [[0.109, -0.094, 0.310], [-7.013, -4.291, 4.789], [-5.754, -3.579, 3.844], [-4.721, -4.375, 3.371], [-3.694, -3.792, 2.649], [-3.692, -2.421, 2.398], [-4.741, -1.642, 2.866], [-5.777, -2.218, 3.587], [-2.507, -1.821, 1.717], [-2.514, -1.713, 0.330], [-3.653, -2.048, -0.475], [-3.407, -1.582, -1.723], [-2.115, -0.962, -1.693], [-1.614, -0.167, -2.721], [-2.403, -0.028, -3.977], [-2.337, -1.023, -4.948], [-3.001, -0.874, -6.154], [-3.746, 0.274, -6.383], [-4.552, 0.480, -7.897], [-3.829, 1.268, -5.420], [-3.152, 1.117, -4.220], [-0.354, 0.417, -2.699], [0.558, 0.275, -1.685], [1.789, 0.429, -2.269], [2.989, -0.011, -1.730], [4.178, -0.035, -2.629], [4.241, -1.007, -3.625], [5.306, -1.046, -4.508], [6.314, -0.098, -4.402], [7.631, -0.124, -5.520], [6.268, 0.872, -3.414], [5.203, 0.898, -2.526], [3.105, -0.549, -0.451], [4.354, -0.931, 0.130], [4.106, -1.280, 1.415], [2.699, -1.134, 1.629], [2.090, -0.721, 0.461], [2.090, -1.392, 2.855], [0.713, -1.366, 3.053], [0.023, -1.792, 4.236], [-1.294, -1.877, 3.918], [-1.416, -1.526, 2.533], [-0.198, -1.109, 2.066], [2.935, -1.849, 3.992], [2.850, -3.170, 4.425], [3.579, -3.603, 5.519], [4.388, -2.702, 6.196], [5.275, -3.229, 7.582], [4.492, -1.386, 5.772], [3.770, -0.965, 4.667], [1.631, 0.884, -3.623], [0.304, 0.902, -3.881], [-1.543, -1.152, -0.463], [-4.705, -5.434, 3.591], [-2.869, -4.393, 2.289], [-4.740, -0.574, 2.684], [-6.585, -1.609, 3.968], [-4.524, -2.567, -0.112], [-4.035, -1.639, -2.596], [-1.743, -1.910, -4.762], [-2.935, -1.636, -6.917], [-4.414, 2.157, -5.615], [-3.195, 1.896, -3.469], [3.448, -1.740, -3.702], [5.353, -1.806, -5.276], [7.062, 1.602, -3.342], [5.164, 1.655, -1.753], [5.298, -0.913, -0.387], [4.804, -1.615, 2.163], [0.499, -2.022, 5.173], [-2.110, -2.180, 4.553], [2.210, -3.862, 3.891], [3.513, -4.630, 5.848], [5.131, -0.699, 6.309], [3.840, 0.064, 4.334], [2.447, 1.113, -4.287], [-0.195, 1.167, -4.797], [-1.645, 0.986, 0.661], [-1.728, 1.831, 1.685], [-2.967, 2.175, 2.090], [-3.157, 2.987, 3.173], [-2.038, 3.487, 3.842], [-0.783, 3.157, 3.388], [-0.620, 2.301, 2.296], [0.934, 1.820, 1.731], [-3.761, 1.745, 1.497], [-4.158, 3.228, 3.495], [-2.154, 4.120, 4.711], [0.107, 3.529, 3.875], [1.259, 4.974, -0.469], [0.126, 4.812, -1.184], [-0.719, 3.377, -0.998], [-0.189, 5.856, -1.988], [-1.196, 6.068, -2.970], [-2.381, 5.345, -3.079], [-3.273, 5.634, -4.102], [-3.012, 6.647, -5.008], [-1.852, 7.394, -4.876], [-0.951, 7.109, -3.866], [1.513, 4.242, 0.172], [1.805, 5.819, -0.492], [0.498, 6.595, -1.995], [-2.612, 4.572, -2.372], [-4.188, 5.060, -4.178], [-3.711, 6.861, -5.805], [-1.651, 8.201, -5.567], [-0.045, 7.698, -3.772]], "mulliken_spin": [2.75, 0.00, 0.00, 0.00, 0.00, 0.01, 0.00, 0.00, 0.01, 0.03, 0.01, 0.00, 0.01, -0.01, 0.00, 0.00, 0.00, 0.00, 0.00, 0.00, 0.00, 0.01, -0.06, 0.03, 0.03, 0.01, 0.00, 0.00, 0.00, 0.00, 0.00, 0.00, -0.02, 0.01, 0.00, 0.00, -0.03, 0.01, 0.03, 0.01, 0.01, 0.01, 0.00, 0.01, 0.00, 0.00, 0.00, 0.00, 0.00, 0.00, 0.01, 0.01, 0.02, 0.00, 0.00, 0.00, 0.00, 0.00, 0.00, 0.00, 0.00, 0.00, 0.00, 0.00, 0.00, 0.00, 0.00, 0.00, 0.00, 0.00, 0.00, 0.00, 0.00, 0.00, 0.00, 0.00, 0.00, 0.02, 0.00, 0.00, 0.00, 0.01, 0.01, 0.01, 0.02, 0.00, 0.00, 0.00, 0.00, 0.00, 0.00, 0.00, 0.00, 0.00, 0.00, 0.00, 0.00, 0.00, 0.00, 0.00, 0.00, 0.00, 0.00, 0.00, 0.00, 0.00, 0.00], "spin_multiplicity": 4, "lumo_ha": [-0.141, -0.155], "charge": 1, "e_homo_ev": [-9.563, -9.765], "gap_ev": [5.71, 5.55]}

{"formula": "C56H41BrN4O6W", "method": "ωB97M-V with the def2-TZVPD basis set", "elements": ["W", "O", "C", "C", "C", "C", "C", "C", "C", "C", "C", "O", "C", "C", "C", "C", "C", "C", "C", "C", "C", "C", "C", "C", "N", "C", "C", "C", "C", "C", "C", "C", "C", "C", "C", "C", "C", "H", "H", "H", "H", "H", "H", "H", "H", "H", "H", "H", "H", "H", "H", "H", "H", "H", "H", "H", "H", "H", "H", "H", "H", "H", "H", "H", "O", "C", "O", "C", "C", "C", "N", "C", "C", "C", "C", "C", "C", "C", "N", "C", "C", "C", "C", "C", "N", "H", "H", "H", "H", "H", "H", "H", "H", "H", "H", "Br", "C", "C", "C", "C", "C", "C", "C", "O", "O", "H", "H", "H", "H"], "coordinates": [[0.213, -0.172, -0.014], [-1.100, -1.103, 0.994], [-3.265, -0.553, 2.219], [-2.355, 0.663, 2.355], [-2.244, 1.617, 1.170], [-3.120, 2.695, 1.262], [-3.088, 3.733, 0.361], [-2.152, 3.654, -0.640], [-1.316, 2.546, -0.744], [-0.443, 2.533, -1.981], [1.048, 2.235, -1.751], [1.041, 0.928, -1.269], [1.797, 2.242, -3.082], [2.637, 3.282, -3.460], [3.260, 3.266, -4.702], [3.056, 2.209, -5.575], [2.238, 1.153, -5.191], [1.619, 1.169, -3.953], [1.716, 3.151, -0.744], [2.780, 2.666, 0.005], [3.476, 3.511, 0.859], [3.109, 4.844, 0.983], [2.040, 5.332, 0.242], [1.355, 4.490, -0.625], [-1.334, 1.519, 0.152], [-3.092, -1.634, 3.002], [-2.097, -1.674, 4.084], [-1.732, -2.803, 4.688], [-2.344, -4.133, 4.376], [-3.311, -4.072, 3.236], [-3.695, -2.934, 2.662], [-4.318, -0.514, 1.170], [-5.662, -0.536, 1.541], [-6.667, -0.503, 0.583], [-6.341, -0.450, -0.765], [-5.006, -0.435, -1.146], [-4.002, -0.461, -0.189], [-1.365, 0.358, 2.666], [-2.761, 1.276, 3.165], [-3.831, 2.697, 2.076], [-3.761, 4.576, 0.445], [-2.064, 4.435, -1.383], [-0.568, 3.476, -2.511], [-0.802, 1.756, -2.656], [2.822, 4.108, -2.787], [3.919, 4.079, -4.978], [3.547, 2.196, -6.540], [2.094, 0.307, -5.851], [1.032, 0.315, -3.637], [3.060, 1.621, -0.081], [4.305, 3.118, 1.434], [3.656, 5.502, 1.645], [1.746, 6.370, 0.328], [0.539, 4.892, -1.212], [-1.629, -0.749, 4.399], [-0.993, -2.788, 5.482], [-2.889, -4.456, 5.268], [-3.700, -5.024, 2.889], [-4.398, -2.969, 1.840], [-5.914, -0.581, 2.594], [-7.704, -0.523, 0.892], [-7.123, -0.428, -1.514], [-4.740, -0.413, -2.196], [-2.965, -0.482, -0.499], [-0.423, -6.619, 2.837], [-0.676, -5.474, 3.097], [-1.395, -5.226, 4.240], [-0.219, -4.315, 2.301], [0.450, -3.253, 2.886], [0.702, -2.088, 2.202], [0.116, -1.971, 0.912], [-0.273, -3.138, 0.196], [-0.498, -4.262, 0.916], [-0.666, -2.827, -1.169], [-1.052, -3.811, -2.077], [-1.386, -3.465, -3.365], [-1.353, -2.124, -3.735], [-0.995, -1.201, -2.781], [-0.661, -1.523, -1.525], [1.157, -0.836, 2.730], [1.714, -0.704, 4.013], [1.942, 0.543, 4.536], [1.604, 1.678, 3.794], [1.102, 1.491, 2.531], [0.923, 0.278, 1.984], [0.746, -3.322, 3.926], [-0.937, -5.130, 0.437], [-1.049, -4.845, -1.763], [-1.666, -4.227, -4.081], [-1.609, -1.799, -4.734], [-0.988, -0.145, -3.010], [1.964, -1.596, 4.570], [2.379, 0.646, 5.522], [1.735, 2.678, 4.182], [0.836, 2.333, 1.905], [7.127, 1.801, -0.930], [5.983, 0.577, -1.827], [6.229, 0.264, -3.153], [5.374, -0.622, -3.799], [4.284, -1.164, -3.135], [4.045, -0.831, -1.808], [4.909, 0.035, -1.146], [2.790, -1.309, -1.114], [2.073, -2.094, -1.742], [2.494, -0.798, 0.028], [7.068, 0.707, -3.672], [5.561, -0.878, -4.835], [3.597, -1.839, -3.626], [4.728, 0.275, -0.107]], "lowdin_charge": [1.72, -0.28, -0.14, -0.08, -0.22, -0.02, -0.03, -0.02, -0.21, -0.05, -0.43, -0.30, -0.12, -0.01, -0.07, -0.09, -0.07, -0.02, -0.17, -0.03, -0.06, -0.08, -0.07, -0.04, 0.07, -0.17, -0.01, -0.03, -0.27, -0.01, 0.00, -0.19, -0.03, -0.08, -0.09, -0.07, -0.02, 0.08, 0.13, 0.12, 0.12, 0.12, 0.12, 0.11, 0.11, 0.10, 0.10, 0.11, 0.10, 0.09, 0.11, 0.10, 0.10, 0.11, 0.11, 0.12, 0.16, 0.12, 0.12, 0.12, 0.10, 0.10, 0.10, 0.09, 0.13, -0.44, 0.02, -0.13, 0.03, -0.16, -0.15, -0.15, 0.07, -0.20, 0.01, -0.05, -0.05, -0.12, -0.02, -0.20, 0.00, -0.05, -0.06, -0.12, -0.03, 0.13, 0.13, 0.12, 0.11, 0.11, 0.09, 0.12, 0.11, 0.11, 0.11, 0.71, -0.67, -0.13, -0.07, -0.02, -0.12, -0.08, -0.59, 0.03, -0.12, 0.10, 0.10, 0.12, 0.10], "lumo_ha": [-0.014, -0.014], "e_homo_ev": [-6.616, -6.615], "gap_ev": [6.23, 6.23]}

Computed values of ΔE to the lowest compared entry with this formula, charge and spin (unit: kJ/mol) for the preceding records, in sequence: 0.0; 100.2.